Record 1
Here is a cluster of 2 separate species, C2H5FS in total from the Open Molecules 2025 dataset. Energies are from ωB97M-V/def2-TZVPD.

```
9
Properties=species:S:1:pos:R:3:forces:R:3:lowdin_charge:R:1
C -0.72653 0.28882 -1.34314 -0.94 -1.12 -0.81 -0.173
C -0.05217 -0.12949 -0.05051 2.02 1.42 0.03 -0.726
S -0.21391 -1.44785 0.84796 -0.50 -0.21 -0.08 0.722
H -1.79373 -0.07239 -1.40271 0.76 0.78 0.70 0.085
H -0.40456 -0.27791 -2.27402 0.61 0.66 1.23 0.097
H -0.63085 1.37141 -1.53080 -0.16 -0.57 0.10 0.071
H 0.80405 0.56380 0.35525 -1.77 -0.77 -1.22 0.073
F 1.83382 -0.06787 3.01682 0.40 0.30 0.32 -0.101
H 1.18389 -0.22853 2.38114 -0.43 -0.49 -0.27 -0.050
```
Positions in Å, forces in eV/Å.

Orbital gap   8.747 eV
Spin multiplicity   1
Net charge   0
Structure (SMILES)   CC=S.F

***

Record 2
Here is a structure of composition C33H38FN4O5S4Sn from the Open Molecules 2025 dataset. Energies are from ωB97M-V/def2-TZVPD.

```
86
Properties=species:S:1:pos:R:3:forces:R:3:lowdin_charge:R:1
Sn -0.40410 0.85637 2.35422 0.29 0.08 -0.20 1.531
C -1.59105 5.02663 -0.67516 -0.05 -0.05 -0.08 -0.316
C -0.76666 4.67854 -1.91550 0.07 -0.04 -0.02 -0.397
S 0.62090 3.68147 -1.28270 -0.02 -0.05 -0.08 0.898
C 2.10749 4.59921 -1.78557 -0.05 -0.04 0.07 -0.464
C 3.31490 3.72276 -1.46728 0.02 -0.06 0.15 -0.520
S 3.24624 2.96969 0.18456 0.02 0.08 -0.02 0.850
C 3.75853 4.38481 1.20557 0.00 -0.13 -0.10 -0.511
C 3.37163 4.19861 2.66284 -0.11 -0.01 0.03 -0.517
S 1.60123 4.03385 3.03190 -0.01 0.01 0.00 0.829
C 0.97525 5.68380 2.60447 0.04 -0.21 0.03 -0.471
C 0.42667 5.82754 1.18638 0.14 -0.02 -0.06 -0.349
S -0.63616 4.42584 0.75671 -0.10 0.10 0.22 1.030
H -2.53988 4.49372 -0.62133 0.02 -0.05 0.01 0.114
H -1.77566 6.09179 -0.55024 -0.01 -0.01 0.05 0.111
H -0.38583 5.56584 -2.41503 -0.01 0.02 0.00 0.100
H -1.33504 4.08130 -2.62481 -0.01 0.03 0.01 0.093
H 2.15755 5.55852 -1.26863 -0.02 0.01 -0.04 0.073
H 2.02793 4.79312 -2.85562 0.02 0.01 -0.01 0.102
H 4.23572 4.29799 -1.56209 -0.01 -0.02 -0.08 0.096
H 3.36786 2.88562 -2.16132 0.01 0.00 -0.03 0.081
H 3.33054 5.30256 0.80269 -0.01 0.05 0.00 0.067
H 4.84397 4.46788 1.14440 0.00 0.08 0.00 0.094
H 3.74965 5.03504 3.25231 0.04 -0.05 0.01 0.092
H 3.81668 3.28821 3.06847 0.00 0.02 0.00 0.083
H 1.79197 6.39387 2.73042 -0.04 0.10 0.04 0.101
H 0.20905 5.93140 3.33676 -0.01 0.01 -0.01 0.082
H 1.22526 5.85518 0.45138 -0.03 -0.02 -0.01 0.059
H -0.19381 6.71713 1.08345 0.00 0.05 -0.02 0.115
F 3.44109 -4.68580 0.23231 0.00 0.04 0.02 0.082
C 2.28427 -4.25553 -0.30219 -0.01 0.09 0.02 -0.178
C 1.78101 -3.06846 0.13204 -0.01 -0.07 0.01 0.098
C 0.62201 -2.53476 -0.44621 -0.08 -0.08 -0.01 -0.053
C 0.08893 -1.27007 0.01694 -0.15 -0.04 -0.11 -0.286
O 0.58777 -0.72089 1.04571 -0.11 0.13 0.11 -0.212
C -0.97158 -0.72316 -0.75543 0.07 0.04 -0.02 -0.025
C -1.52372 -1.47770 -1.76316 0.02 0.03 0.04 0.067
N -1.13085 -2.71544 -2.08100 -0.02 0.09 0.06 0.028
C -1.83446 -3.43576 -3.12657 0.01 -0.07 -0.13 -0.251
C -3.33006 -3.42654 -3.12677 -0.03 0.01 0.01 -0.067
C -2.59288 -4.68168 -2.77303 -0.03 -0.02 -0.01 -0.084
C -0.00245 -3.25580 -1.47351 0.11 0.00 0.04 -0.101
C 0.50728 -4.49639 -1.87576 0.01 0.02 0.04 0.071
C 1.65798 -5.02955 -1.30795 -0.05 0.12 0.03 -0.117
N 2.15196 -6.26768 -1.70499 -0.07 -0.09 0.00 -0.079
C 1.99263 -6.75523 -3.06172 0.04 0.01 -0.09 -0.119
C 1.36102 -8.14924 -3.02623 -0.05 0.06 -0.14 -0.061
N 1.84141 -8.85052 -1.77993 -0.11 -0.09 0.13 0.068
C 3.23906 -8.43477 -1.43527 0.14 -0.02 0.06 -0.072
C 3.21448 -6.96912 -0.98639 0.07 -0.03 0.07 -0.116
C -1.48483 0.67662 -0.60308 0.06 -0.08 0.04 -0.562
O -2.01280 1.23901 -1.53553 -0.01 0.09 -0.08 0.092
O -1.33120 1.26716 0.56381 0.01 0.02 0.24 -0.276
H 2.29518 -2.52247 0.90983 0.02 0.01 0.02 0.146
H -2.34134 -1.07283 -2.34457 0.01 0.00 0.01 0.159
H -1.32742 -3.40157 -4.08348 0.02 0.02 0.03 0.162
H -3.82862 -3.35566 -4.08132 0.02 -0.02 -0.04 0.120
H -3.83483 -2.91405 -2.32062 0.00 0.01 0.04 0.116
H -2.57792 -5.49331 -3.48633 -0.01 0.00 -0.03 0.111
H -2.60894 -4.98575 -1.73579 0.02 0.04 0.04 0.118
H -0.02629 -5.04748 -2.63141 -0.03 -0.04 -0.04 0.103
H 2.96871 -6.79419 -3.55670 -0.03 0.01 -0.02 0.142
H 1.37383 -6.09127 -3.65760 0.02 -0.02 0.02 0.128
H 1.65949 -8.74864 -3.88500 -0.01 -0.01 0.03 0.144
H 0.27369 -8.11488 -2.97610 0.04 0.00 0.01 0.138
H 1.77636 -9.86575 -1.89454 0.01 0.11 0.02 0.194
H 1.22889 -8.59579 -0.99889 0.06 -0.07 -0.10 0.190
H 3.84548 -8.60118 -2.32441 -0.04 0.00 0.02 0.142
H 3.61119 -9.07747 -0.63908 -0.02 0.01 -0.05 0.147
H 4.20632 -6.54186 -1.16384 -0.04 -0.04 0.02 0.143
H 3.01769 -6.92301 0.08385 0.01 -0.02 -0.06 0.137
O -1.86261 5.02959 1.88176 0.06 0.07 -0.05 -0.191
C -2.32111 4.14390 2.74030 -0.09 -0.30 -0.02 -0.330
N -1.89488 2.92293 2.83742 0.00 0.15 -0.02 0.054
C -2.74297 2.26928 3.77983 0.00 0.23 -0.11 -0.396
O -2.61569 1.08946 3.98898 0.05 -0.28 -0.02 0.047
C -3.70897 3.26033 4.31310 -0.01 0.12 0.05 -0.081
C -4.70969 3.16833 5.25047 0.03 0.03 -0.03 0.041
C -5.43595 4.33367 5.51989 0.04 -0.02 -0.05 -0.015
C -5.15353 5.52780 4.87107 0.01 -0.03 -0.02 -0.021
C -4.13590 5.61408 3.91609 0.01 -0.07 0.01 0.029
C -3.43208 4.46040 3.65389 -0.08 0.00 0.12 -0.087
H -4.92353 2.23971 5.75992 -0.02 -0.02 0.01 0.135
H -6.23313 4.30338 6.24808 -0.03 0.01 0.04 0.124
H -5.73328 6.40895 5.10660 -0.01 0.02 0.02 0.123
H -3.91507 6.54835 3.42130 -0.01 0.04 -0.05 0.127
```
Positions in Å, forces in eV/Å.

Orbital gap   7.952 eV
Spin multiplicity   1
Net charge   +3

***

Record 3
Here is a structure of composition C42H48N6O3PV from the Open Molecules 2025 dataset. Energies are from ωB97M-V/def2-TZVPD.

```
101
Properties=species:S:1:pos:R:3:forces:R:3:mulliken_spin:R:1
V -0.40844 0.67013 0.63801 -1.02 0.20 -0.61 1.983
C -4.30418 1.03847 2.58314 0.35 0.38 -1.90 0.000
O -4.15956 2.29038 1.74135 -0.46 -0.68 0.52 0.005
C -3.04313 2.09148 1.08843 1.15 0.17 0.54 0.030
N -2.28308 1.13999 1.52103 0.73 0.59 -1.89 -0.045
C -2.84958 0.57001 2.71923 -1.01 -0.43 -0.03 0.007
C -2.63771 -0.91773 2.87653 -0.06 -0.89 -0.13 0.016
C -1.95255 -1.67929 1.77548 0.34 0.79 -1.23 0.031
C -1.21710 -2.95774 2.22149 1.31 1.03 -0.64 -0.025
C -1.73321 -3.60149 3.42279 0.46 -1.96 -0.76 0.004
C -2.61565 -3.03686 4.18879 -1.44 1.82 1.17 -0.006
C -2.98911 -1.60090 3.96047 -0.05 0.08 1.38 0.003
C -2.64266 3.04634 0.01377 0.11 -0.82 0.31 0.028
C -3.47785 4.03993 -0.37462 -2.37 0.61 1.39 0.006
C -3.16168 4.89763 -1.39660 0.86 -0.80 -0.02 0.001
C -2.03057 4.60572 -2.09561 1.31 0.07 -2.22 -0.002
C -1.24699 3.49970 -1.70483 0.82 0.72 -0.48 0.037
N -1.49077 2.81407 -0.60534 0.53 -1.39 0.23 0.031
C -0.10803 3.04709 -2.58510 -1.13 0.56 0.52 -0.004
N 0.57793 2.00023 -2.44316 -0.18 -0.15 -0.32 0.014
C 1.36182 1.88444 -3.68238 -0.81 -0.66 -1.38 0.000
C 1.02866 3.19286 -4.45287 0.92 -0.53 -1.62 0.001
O 0.04036 3.79874 -3.69047 -1.14 0.83 1.37 0.000
C 1.05190 0.55393 -4.43377 0.56 -0.06 0.69 -0.001
C 2.06535 -0.37820 -4.70068 0.87 0.11 0.29 0.000
C 1.75613 -1.68108 -5.09485 1.73 -0.99 -1.03 0.000
C 0.46634 -2.12070 -5.26742 -1.92 -0.05 0.70 0.000
C -0.58807 -1.20960 -4.99035 0.61 0.09 0.15 0.000
C -0.24680 0.12697 -4.64852 -1.02 -1.64 -0.22 0.000
H -4.96160 0.41431 1.97521 0.39 -0.39 0.05 0.000
H -4.82874 1.30064 3.44027 -0.61 0.58 1.67 0.000
H -2.34345 1.07918 3.52504 -0.07 0.21 0.69 -0.006
H -2.66487 -1.79144 0.90155 0.88 0.25 0.77 -0.014
H -0.99055 -3.63163 1.37595 -0.81 -0.17 0.36 0.008
H -1.49562 -4.64211 3.56429 0.23 -0.24 0.28 0.001
H -3.03793 -3.53822 5.05899 0.07 0.11 -0.27 0.000
H -3.45379 -1.08697 4.82200 0.15 -0.25 -0.52 0.000
H -4.42114 4.11760 0.18135 0.36 0.19 -0.36 0.000
H -3.75019 5.69763 -1.71536 -1.09 1.08 -0.15 0.000
H -1.77250 5.16261 -3.05773 -0.25 -0.83 1.65 0.000
H 2.38521 1.84488 -3.41885 1.21 -0.05 0.10 0.000
H 0.54888 3.01796 -5.42940 0.65 -0.13 0.13 0.000
H 1.87996 3.89374 -4.56366 -0.37 -0.50 0.02 0.000
H 3.14892 -0.12238 -4.58022 -1.12 -0.06 -0.05 0.000
H 2.56181 -2.43976 -5.36945 -0.88 1.36 0.61 0.000
H 0.26867 -3.18846 -5.50440 0.11 0.98 0.06 0.000
H -1.67194 -1.51623 -4.91635 1.49 0.36 -0.60 0.000
H -1.11157 0.73780 -4.50773 -0.17 0.78 0.40 0.000
C -2.54642 -3.56969 -2.61453 -0.93 2.43 -0.78 0.000
N -2.28687 -2.13005 -2.22226 -0.74 -1.22 0.64 0.001
C -2.93557 -0.98931 -2.65832 0.89 -0.97 -0.13 0.002
C -2.40727 0.02354 -1.93345 -0.66 1.60 -0.10 0.034
N -1.49777 -0.43700 -1.00871 -0.40 -1.01 0.02 -0.031
C -1.53242 -1.77494 -1.17154 0.61 1.09 -1.06 0.025
H -3.07528 -4.10395 -1.88068 -0.78 -0.36 1.16 0.000
H -1.66098 -4.06385 -2.81154 2.10 -0.74 -0.23 0.000
H -3.11196 -3.61661 -3.54424 -0.12 0.38 0.10 0.000
H -3.54997 -1.05678 -3.52471 -0.54 0.31 -0.20 0.000
H -2.72167 1.08189 -2.02698 0.60 -0.92 0.15 0.001
H -0.99835 -2.51512 -0.62346 0.45 -0.11 0.42 0.008
C -0.15706 3.20454 3.42006 -0.49 1.45 -0.01 -0.010
P 0.46723 1.62906 2.79931 1.05 -0.37 1.09 -0.018
C 2.34265 1.94015 2.82185 -2.03 1.18 -1.07 0.004
C 0.31324 0.61981 4.34427 1.78 0.13 -0.69 0.001
H 0.40281 3.52923 4.34345 -0.59 -0.29 -1.00 -0.002
H -1.25693 3.23116 3.63512 0.91 -0.35 -0.08 0.002
H -0.02293 3.94772 2.60475 0.09 -0.14 0.61 0.001
H 2.60078 2.55452 3.66067 0.16 0.21 0.57 -0.001
H 2.63702 2.46107 1.90074 -0.20 -0.03 0.33 0.000
H 2.84236 1.02349 2.83066 0.79 -1.44 0.26 -0.001
H 0.59975 1.27307 5.16483 0.26 0.01 0.11 0.001
H 1.06174 -0.18746 4.22653 -0.44 0.27 0.33 0.003
H -0.61824 0.19294 4.60678 -1.11 -0.44 -0.23 0.000
C -0.47032 -1.05816 1.58743 -1.36 0.43 -0.20 -0.153
C 0.06618 -2.08849 2.22957 1.06 -2.11 0.61 0.042
C 1.43801 -2.56921 2.63440 -2.52 0.48 -0.23 -0.002
C 2.50359 -1.72811 2.53492 1.47 1.72 -1.05 0.022
C 3.79908 -2.10827 2.93741 -0.52 0.35 -0.75 -0.014
C 3.94100 -3.41431 3.41566 1.32 1.36 -0.21 0.015
C 2.84936 -4.23554 3.47995 0.54 -2.51 1.16 -0.009
C 1.59691 -3.85094 3.13754 -0.49 0.82 -0.44 0.017
H 2.31366 -0.76403 1.97891 0.38 -0.95 0.88 0.021
H 4.64284 -1.40166 2.75345 -0.66 -0.84 0.47 0.000
H 4.92961 -3.75822 3.71172 -0.26 -0.07 -0.01 0.001
H 2.97324 -5.26834 3.85857 0.09 0.71 -0.24 0.000
H 0.76218 -4.51107 3.23243 -0.29 -0.31 0.05 0.001
C 4.43380 -0.28904 -1.68128 -0.17 -0.29 0.35 -0.002
N 3.14010 -0.21793 -1.01225 -0.44 0.31 0.24 0.026
C 2.50765 -1.52449 -1.02638 -0.13 0.55 2.61 -0.011
C 2.51415 0.87164 -0.57759 -0.76 0.52 -0.10 -0.008
C 3.14888 2.24416 -0.75150 0.07 -1.01 1.54 -0.009
O 1.36070 0.82557 -0.01866 1.88 -0.53 -0.60 -0.079
H 4.74719 0.67819 -2.02101 0.59 0.35 0.18 0.000
H 4.30745 -0.91227 -2.55284 -0.15 -0.11 -0.44 0.001
H 5.12058 -0.85935 -1.03604 0.11 0.74 -0.12 0.001
H 2.17994 -1.69086 -1.96899 -1.04 -0.55 -3.27 0.002
H 1.61379 -1.48593 -0.40695 0.29 -0.42 0.39 0.013
H 3.21595 -2.32031 -0.79919 -0.07 0.19 0.55 0.001
H 3.20050 2.55646 -1.74991 -0.24 0.33 -1.50 0.000
H 4.17417 2.17416 -0.44046 0.61 0.11 0.39 0.001
H 2.65061 3.00525 -0.15294 -0.14 -0.26 -0.13 0.002
```
Positions in Å, forces in eV/Å.

Orbital gap (spin up / spin down)   7.157 / 7.197 eV
Spin multiplicity   3
Net charge   +2

***

Record 4
Here is a structure of composition C14H11F5IN3O2TeV from the Open Molecules 2025 dataset. Energies are from ωB97M-V/def2-TZVPD.

```
38
Properties=species:S:1:pos:R:3:forces:R:3:lowdin_charge:R:1
V 1.58481 0.95225 -0.13730 0.00 -0.12 -0.27 0.988
O 0.54292 1.41468 1.18040 0.08 -0.05 0.39 -0.165
C -0.44387 0.95023 1.98478 -0.05 -0.05 -0.06 -0.252
C -1.12468 1.89092 2.74918 -0.01 -0.02 -0.01 0.017
C -2.14893 1.48581 3.58267 0.00 0.01 0.01 -0.046
C -2.50224 0.14248 3.64710 -0.02 0.02 0.02 -0.053
C -1.82268 -0.78791 2.88584 0.02 -0.02 -0.02 -0.014
C -0.77428 -0.40815 2.04602 0.02 0.04 -0.01 -0.066
C -0.02800 -1.39066 1.26600 -0.05 0.00 -0.02 -0.238
N 0.84391 -1.13022 0.30374 0.06 0.03 0.07 0.025
C 1.32339 -2.34409 -0.14056 0.03 0.05 -0.09 -0.100
C 0.72463 -3.34352 0.55198 0.00 -0.01 0.01 -0.035
N -0.12636 -2.72684 1.43459 0.00 0.01 0.04 0.136
H -0.82601 2.92783 2.67788 0.00 0.00 0.00 0.131
H -2.67526 2.21631 4.18136 0.00 0.00 0.00 0.118
H -3.31029 -0.17740 4.28987 0.00 0.00 0.00 0.116
H -2.12784 -1.82522 2.94047 0.00 0.00 0.00 0.113
H 2.06744 -2.41161 -0.91500 -0.05 0.00 0.04 0.097
H 0.83221 -4.41194 0.50520 0.00 0.00 0.00 0.127
H -0.69056 -3.19231 2.12452 0.00 0.00 0.00 0.160
F 6.19573 -0.33716 -2.27942 0.00 0.02 0.01 -0.476
Te 4.41543 0.08120 -1.87809 0.15 0.09 0.07 2.104
F 3.17926 0.33447 0.48961 -0.04 -0.05 0.06 -0.446
F 4.24456 -1.66635 -1.34510 -0.05 -0.03 0.05 -0.390
F 2.32729 0.00558 -1.78602 -0.17 -0.11 -0.08 -0.532
F 4.00382 -0.24273 -3.63975 0.05 0.00 -0.08 -0.404
O 2.04167 2.34212 -0.64487 0.08 0.21 -0.13 -0.232
I -2.13923 -1.56930 -4.17215 0.00 0.00 0.00 0.960
C -1.62174 0.06019 -2.99700 0.00 -0.01 -0.01 -0.702
C -2.38211 1.21928 -2.98522 0.01 0.02 0.02 -0.095
C -1.97732 2.27127 -2.17808 -0.01 0.00 -0.02 -0.015
C -0.83881 2.13409 -1.41162 -0.04 -0.01 -0.03 -0.083
N -0.11359 1.00686 -1.42261 -0.05 0.06 0.04 -0.025
C -0.49108 -0.00875 -2.20169 0.02 -0.06 -0.03 -0.174
H -3.27084 1.30160 -3.59598 0.00 0.00 0.00 0.112
H -2.53656 3.19505 -2.14446 0.00 0.00 0.00 0.123
H -0.48491 2.93335 -0.77604 0.01 -0.01 0.01 0.125
H 0.13013 -0.89140 -2.19026 0.00 0.00 0.02 0.090
```
Positions in Å, forces in eV/Å.

Orbital gap (spin up / spin down)   7.065 / 7.064 eV
Spin multiplicity   1
Net charge   +1